(1)
The following is a DFT calculation (wB97M-V/def2-TZVPD) of a molecular structure, C3H5Br6NO2.

Element x y z (Å)
C  3.61553  -0.68057  0.93816
N  3.66290  -1.06163  -0.48311
O  4.22575  -0.29291  -1.23343
O  3.33292  -2.17649  -0.81088
H  2.77497  0.00931  1.01321
H  4.56774  -0.20574  1.17465
H  3.48955  -1.61634  1.48273
C  -4.22226  1.86734  -0.18919
Br  -6.08300  2.52320  -0.27264
Br  -4.16002  0.48408  1.20084
Br  -2.93489  3.30616  0.27650
H  -3.91660  1.41211  -1.13123
C  -0.72706  -0.79539  -0.46958
Br  -0.09924  0.60582  0.84078
Br  -1.70605  -0.01811  -2.03205
Br  -1.95769  -1.99873  0.51060
H  0.13744  -1.36212  -0.81538

Atoms 1-3, force components in eV/Å:
-0.3 -0.2 0.2
2.0 -0.3 -0.7
-0.4 0.7 -0.2

Values from the calculation:
**Total charge**: 0
**Energy relative to the best compared isomer or geometry (same formula, charge and spin)**: 4.8 kcal/mol
**HOMO energy**: -10.07 eV

(2)
The following is a DFT calculation (wB97M-V/def2-TZVPD) of 2 unconnected molecules or ions with the total composition C6H12O.

Element x y z (Å)
C  -0.23863  0.06517  -2.03898
C  -0.63933  1.19577  -1.19088
C  0.05975  1.68825  -0.16901
C  1.37613  1.25874  0.44368
H  -0.97948  -0.72493  -1.99121
H  0.71293  -0.28436  -1.65352
H  -0.18756  0.34413  -3.10222
H  -1.58897  1.63718  -1.50158
H  -0.26934  2.70078  -0.02155
H  1.71382  0.26580  0.12708
H  2.14085  1.98331  0.14133
H  1.32816  1.28128  1.54216
C  -1.11706  -0.85207  1.63299
C  -0.36541  -1.94551  1.44005
O  0.40914  -2.09361  0.33109
H  -1.27826  0.00694  0.98042
H  -1.72011  -0.80246  2.51431
H  -0.24784  -2.80134  2.11699
H  0.89122  -2.92306  0.39884

Atoms 1-3, force components in eV/Å:
0.1 -0.6 0.0
-0.1 -0.1 -0.3
0.1 0.7 -1.0

Values from the calculation:
**Total charge**: 0
**Energy relative to the best compared isomer or geometry (same formula, charge and spin)**: 52.3 kcal/mol
**SMILES**: C/C=C\C.C=CO
**HOMO energy**: -8.80 eV

(3)
The following is a DFT calculation (wB97M-V/def2-TZVPD) of C4H7NO2 in the gas phase.

Element x y z (Å)
C  1.46858  0.68458  0.56006
C  0.01962  0.48505  0.14537
C  -0.35311  0.34573  -1.28467
O  0.65761  0.47637  -2.10921
C  -0.65926  -0.70325  0.86907
O  -0.16506  -1.20943  1.85731
N  -1.84624  -1.09131  0.32651
H  2.08790  -0.16062  0.24780
H  1.87525  1.59452  0.10770
H  1.52870  0.76345  1.64757
H  -0.59091  1.36012  0.42900
H  0.17144  0.32427  -2.92906
H  -2.06165  -0.78091  -0.61368
H  -2.27436  -1.92507  0.69670

Atoms 1-3, force components in eV/Å:
0.1 0.0 0.0
0.0 0.0 0.0
-0.1 0.1 0.1

Values from the calculation:
**Total charge**: 0
**Energy relative to the best compared isomer or geometry (same formula, charge and spin)**: 60.2 kcal/mol
**HOMO energy**: -8.95 eV

(4)
The following is a DFT calculation (wB97M-V/def2-TZVPD) of a gas-phase ion, C4H7N4O3S2 (charge +1).

Element x y z (Å)
C  -0.23542  -0.83797  -1.84846
C  -1.07185  -0.91060  0.77468
C  1.18013  0.98152  -1.57659
C  2.37191  1.79662  -1.99085
N  -1.24985  0.27767  0.46852
N  -1.02619  0.92413  -0.64978
N  -2.19924  -1.03094  3.26010
N  0.21640  1.56252  -0.88812
O  0.94481  -0.15664  -2.14076
O  -0.97420  -3.07361  2.05596
O  0.42509  -1.15862  2.71903
S  -0.31838  -2.00745  -0.58974
S  -0.90083  -1.71000  2.43687
H  -0.93883  -0.58180  -2.61321
H  2.21068  2.32186  -2.97037
H  3.13543  1.13805  -2.24831
H  2.78681  2.33363  -1.20642
H  -2.98607  -1.67971  3.21136
H  -1.91868  -0.36701  3.95731
H  0.54828  2.17833  -0.16122

Atoms 1-3, force components in eV/Å:
-1.5 1.8 2.2
0.6 0.8 -0.9
-0.5 1.1 -1.3

Values from the calculation:
**Total charge**: +1
**Energy relative to the best compared isomer or geometry (same formula, charge and spin)**: 70.3 kcal/mol
**HOMO energy (alpha / beta)**: -13.46 / -13.46 eV

(5)
The following is a DFT calculation (wB97M-V/def2-TZVPD) of a molecular structure, C23H24N4PdS2.

Element x y z (Å)
Pd  0.23818  -0.07847  -0.17728
C  -2.28908  -2.00940  -0.99143
N  -1.30745  -1.89853  0.08357
C  -0.49951  -3.11877  0.18366
C  -1.86496  -1.52931  1.36982
C  -3.15091  -1.86137  1.75455
C  -3.62794  -1.48006  3.00700
C  -2.80644  -0.77596  3.86885
C  -1.51512  -0.43036  3.48171
C  -1.03075  -0.80361  2.23383
N  0.21128  -0.42888  1.72048
C  1.42618  -0.65460  2.31250
C  1.63569  -1.11587  3.62230
C  2.92161  -1.34254  4.08676
C  4.03558  -1.11333  3.28952
C  3.83874  -0.65561  1.99303
C  2.56002  -0.44145  1.51555
N  2.32792  0.04454  0.14789
C  3.12169  -0.66994  -0.86606
C  2.65599  1.49515  0.07875
H  -2.90523  -2.91346  -0.90158
H  -1.76169  -2.03912  -1.94404
H  -2.93679  -1.13421  -0.98635
H  -1.13266  -3.99651  0.36799
H  0.21550  -3.01635  0.99788
H  0.04265  -3.26399  -0.75089
H  -3.79112  -2.41611  1.08132
H  -4.63937  -1.73258  3.29652
H  -3.17304  -0.46801  4.83991
H  -0.88923  0.16661  4.13284
H  0.79038  -1.32056  4.26303
H  3.05077  -1.71258  5.09667
H  5.03476  -1.29102  3.66140
H  4.68869  -0.47687  1.34528
H  4.17613  -0.38282  -0.81190
H  2.74266  -0.41260  -1.85218
H  3.03469  -1.74264  -0.70587
H  3.71977  1.64553  0.29542
H  2.06244  2.03443  0.81208
H  2.42667  1.86466  -0.91889
S  0.09906  0.55632  -2.44388
C  -1.01951  1.72925  -1.79056
N  -1.23706  1.66931  -0.50613
C  -2.14564  2.63081  -0.08700
C  -2.59081  2.80886  1.22009
C  -3.50225  3.81656  1.46942
C  -3.97152  4.63910  0.43827
C  -3.53663  4.46391  -0.86291
C  -2.61858  3.44949  -1.11749
S  -1.89326  2.97214  -2.62877
H  -2.22498  2.15757  2.00422
H  -3.86225  3.97221  2.47816
H  -4.68616  5.42110  0.65920
H  -3.90372  5.09825  -1.65931

Atoms 1-3, force components in eV/Å:
0.2 -0.4 -0.4
0.0 0.0 0.0
-0.3 0.3 0.0

Values from the calculation:
**Total charge**: 0
**Energy relative to the best compared isomer or geometry (same formula, charge and spin)**: 7.3 kcal/mol
**HOMO energy**: -7.00 eV

(6)
The following is a DFT calculation (wB97M-V/def2-TZVPD) of C20H23N3 in the gas phase.

Element x y z (Å)
C  3.25604  2.48681  -1.41365
N  2.61618  1.97341  -0.23728
C  1.26988  1.85467  -0.04018
C  1.00444  1.33490  1.19506
C  -0.34677  1.03306  1.75450
N  -0.99948  -0.02135  0.99630
C  -2.39568  -0.17744  1.36075
C  -2.91686  -1.51000  0.79474
N  -2.20601  -1.89529  -0.39690
C  -2.61850  -1.49527  -1.65199
C  -2.01653  -2.05092  -2.78917
C  -2.44032  -1.71340  -4.05807
C  -3.48602  -0.82422  -4.24151
C  -4.10053  -0.27916  -3.12803
C  -3.67625  -0.60235  -1.85375
C  -0.80252  -2.15050  -0.13304
C  -0.31020  -1.29377  1.04670
C  2.27024  1.10699  1.81391
C  2.67108  0.59618  3.04882
C  4.01618  0.51677  3.32695
C  4.97616  0.93729  2.40186
C  4.61288  1.44507  1.17372
C  3.25562  1.52585  0.88400
H  2.49869  2.74595  -2.15116
H  3.92673  1.73871  -1.84438
H  3.83996  3.38062  -1.17723
H  0.57596  2.14447  -0.80591
H  -0.98454  1.92032  1.67917
H  -0.25640  0.77032  2.82385
H  -2.94444  0.66953  0.93733
H  -2.54158  -0.16639  2.45739
H  -2.75812  -2.30695  1.53060
H  -3.98685  -1.46076  0.59487
H  -1.22277  -2.77378  -2.67629
H  -1.95517  -2.16013  -4.91459
H  -3.81868  -0.56456  -5.23512
H  -4.91816  0.41747  -3.25051
H  -4.16962  -0.13854  -1.01441
H  -0.64469  -3.21514  0.08950
H  -0.22326  -1.88813  -1.01873
H  0.76161  -1.11831  0.94384
H  -0.47465  -1.81318  2.00816
H  1.93796  0.26829  3.77131
H  4.34453  0.12306  4.27788
H  6.02252  0.86083  2.65857
H  5.35797  1.76893  0.46215

Atoms 1-3, force components in eV/Å:
0.3 0.1 -0.2
0.0 0.0 0.0
-0.3 -0.1 0.3

Values from the calculation:
**Total charge**: 0
**Energy relative to the best compared isomer or geometry (same formula, charge and spin)**: 14.5 kcal/mol
**SMILES**: Cn1cc(CN2CCN(c3ccccc3)CC2)c2ccccc21
**HOMO energy**: -7.45 eV

(7)
The following is a DFT calculation (wB97M-V/def2-TZVPD) of C11H17NSi in the gas phase.

Element x y z (Å)
C  -2.04858  -1.69043  2.79793
C  -0.80637  -1.81702  2.43059
Si  0.03809  -0.27659  1.92982
C  1.21601  0.26279  3.22887
C  -0.99706  1.35237  1.73892
C  0.49005  -0.44878  0.19172
C  -0.52593  -0.91753  -0.62801
C  -0.44218  -0.78870  -1.99296
C  0.63147  -0.07859  -2.50644
C  0.57786  0.17921  -3.98114
N  -0.12587  1.36288  -4.29615
C  1.64395  0.34666  -1.70071
C  1.57022  0.14933  -0.33390
H  -2.45713  -2.37937  3.48731
H  -2.65019  -0.78396  2.65933
H  -0.15087  -2.57562  2.77210
H  2.23633  -0.15440  2.94432
H  1.34231  1.35605  3.38110
H  0.86085  -0.11794  4.15900
H  -1.64112  1.04292  0.96035
H  -0.28096  2.12604  1.48243
H  -1.63270  1.72238  2.57073
H  -1.47364  -1.24553  -0.21822
H  -1.20376  -1.05802  -2.70167
H  1.57611  0.20818  -4.41645
H  -0.03295  -0.60539  -4.47208
H  -0.92407  1.37637  -3.74153
H  0.41454  2.12521  -3.93616
H  2.43634  0.88453  -2.15145
H  2.35924  0.44296  0.34234

Atoms 1-3, force components in eV/Å:
-1.3 0.5 1.1
1.0 1.6 -0.2
-1.1 2.2 0.4

Values from the calculation:
**Total charge**: 0
**Energy relative to the best compared isomer or geometry (same formula, charge and spin)**: 0.0 kcal/mol
**SMILES**: C=C[Si](C)(C)c1ccc(CN)cc1
**HOMO energy**: -8.90 eV